# 1
DFT (the ωB97M-V functional and the def2-TZVPD basis) results for a structure of composition C25H20IrO4P2S2Se in a non-equilibrium geometry.

Output
**Relative energy (zero: lowest compared OMol25 entry of this formula, charge and spin)**: 18.5 kcal/mol

```
! wB97M-V def2-TZVPD RIJCOSX def2/J DEFGRID3
* xyz -1 1
H -1.0405 1.7375 -3.8818
S -1.0748 1.6941 -1.0108
C 1.0578 1.6783 -3.4688
C 2.3427 1.7011 -4.0121
H 1.5502 2.0238 -7.2867
C 1.4124 1.9272 -6.2166
C -0.2169 -1.8757 -5.6674
H -0.7294 1.9714 -6.3320
O -1.4449 -0.4237 4.2161
C 1.8834 2.7361 -0.9337
C 2.1285 -1.6560 -4.1985
C -0.0451 1.7748 -4.3092
P 0.8276 -1.5526 -1.7280
C 0.1334 1.9003 -5.6815
H 4.3418 -5.5567 0.2504
H 2.4691 -1.7165 0.6119
C 2.6274 -2.6412 0.0700
H -1.2215 -1.8424 -3.7597
H 3.9533 -3.4734 1.5302
H 3.1359 -1.6586 -6.0896
H 2.0532 1.6515 0.9125
O -1.7641 2.1158 3.3132
O 0.2547 0.5750 2.3024
H 1.8419 4.0756 -2.6171
C 3.0519 -4.9809 -1.3648
C 3.6826 -4.7926 -0.1433
H 3.3612 3.4119 2.0359
H 3.2021 1.6197 -3.3573
H 3.1681 5.8212 -1.5020
C 1.2510 -0.0586 -1.0554
C 2.1800 -1.7085 -5.5827
H 3.0426 -1.5677 -3.6227
C 0.9000 -1.7079 -3.5399
H 3.5173 1.8385 -5.7987
H 3.2158 -5.8914 -1.9281
C 3.0452 3.5524 1.0100
C 2.1870 3.9180 -1.6030
C 2.5179 1.8246 -5.3814
Se -1.3484 0.6026 2.9884
P 0.8486 1.4441 -1.6794
C 3.4663 -3.6236 0.5749
H -1.1332 -1.9584 -6.2388
C 2.3109 2.5589 0.3818
H 1.0482 -1.8639 -7.3996
C 3.3617 4.7236 0.3333
H 1.7067 -4.1598 -2.8172
C 1.0065 -1.8217 -6.3179
C 2.9316 4.9065 -0.9722
Ir -0.2905 -0.0221 0.4120
O -2.0637 0.0076 1.5915
C 1.9916 -2.8274 -1.1545
S -1.0264 -1.9111 -0.9731
C -0.2716 -1.8148 -4.2803
H 3.9362 5.4973 0.8282
C 2.2040 -4.0032 -1.8672
*
```

***

# 2
DFT (the ωB97M-V functional and the def2-TZVPD basis) results for a structure of composition C32H62N11OSn.

Output
**Relative energy (zero: lowest compared OMol25 entry of this formula, charge and spin)**: 0.0 kcal/mol

```
! wB97M-V def2-TZVPD RIJCOSX def2/J DEFGRID3
* xyz 1 1
N 0.6434 -1.3316 -1.8058
H 1.3583 -0.9137 -3.7434
H -2.1304 -4.4647 4.8025
C 4.8039 -2.2940 2.1769
H -3.0552 2.5987 -4.8591
H 0.3260 -4.5725 -3.4720
H 1.1147 -4.7105 -0.0812
H 1.1518 1.3076 4.6185
C -2.6324 2.1713 1.7886
N 4.2795 -1.2607 3.0497
H 1.7338 -4.4366 2.9551
H -4.7836 -0.0446 -1.1926
H -5.8174 0.7404 -3.0529
H -4.9773 1.6284 -4.3189
H 4.1927 -2.3924 1.2867
N -2.4865 3.3340 0.9447
C -1.6755 6.0399 0.4909
O -1.5870 1.3285 -2.4158
C 2.3698 0.2630 -2.2898
C 0.2493 -3.2423 1.9723
H -1.6458 3.2439 -4.0131
H -3.4589 2.3382 2.4811
H 2.1992 -2.9033 1.2839
C 3.1588 -0.5402 2.7444
C -1.9423 -3.2842 3.0201
H 2.2347 2.8920 -1.8060
C -1.4691 -4.1259 4.0160
H -3.0545 0.2610 -0.8944
H 2.7715 0.9538 -3.0435
C 1.5202 1.0039 3.6389
H -2.0006 -3.9599 -1.6928
C 0.0221 -2.4283 -2.1382
H -4.3740 3.0021 0.0989
C -1.1561 -4.3456 -1.1244
C 0.7022 -4.1010 2.9775
H 1.6412 2.9866 0.7913
H -2.5731 6.4658 0.0259
C -5.0787 1.5145 -3.2406
H 0.6430 2.0945 -1.9058
N -1.1733 4.8800 -0.2146
C -0.1445 -4.5389 3.9845
H -0.0347 -3.8193 -5.0292
C -2.6370 1.7218 -2.9235
H 3.4316 2.0381 0.2755
C -0.8494 5.0687 -1.6102
C 3.4806 1.1613 -0.3653
H -0.6934 4.0974 -2.0793
H -1.7162 2.0102 2.3485
H 4.4512 -0.4608 4.9772
C 1.8210 -1.1742 4.6863
N 2.3841 -0.1490 3.8139
H 3.1056 -0.5268 -2.1262
H 5.9614 -1.0487 4.2597
H -3.5442 -0.9095 -2.1188
N 2.8533 -0.1193 1.5548
Sn 0.6557 -0.5177 0.4085
H -1.4529 -4.4157 -0.0787
C -2.6634 2.8865 -3.8833
H -1.6722 5.5786 -2.1283
H 5.8365 -2.0817 1.8888
H -1.9095 5.7674 1.5171
H 2.0240 -3.4599 -0.9459
H 0.2253 -5.2174 4.7432
H 4.7929 -3.2529 2.7036
H 3.8248 -0.9401 -0.1249
H -5.4538 2.4551 -2.8289
N -0.5263 -2.6641 -3.3694
H 0.8205 -1.4633 4.3435
H -2.8288 1.2609 1.2095
C -1.0929 -2.8518 2.0117
C -3.7336 3.8379 0.3987
C -1.2095 -1.6556 -4.1529
H -4.2762 4.4343 1.1369
C -0.3965 -3.9630 -4.0083
H 4.8509 0.0908 0.8989
C -1.2856 3.5985 0.3258
C 1.1834 -2.7660 0.8962
C 1.1047 -0.3957 -2.8130
H -0.9167 -5.3533 -1.4769
C -3.8036 0.0471 -1.6558
H -0.9064 6.8174 0.5097
H 0.3468 0.3580 -3.0257
N 2.1717 0.9605 -1.0112
H -0.6267 -1.3467 -5.0263
H 1.7456 -0.7948 5.7064
N -0.3472 2.7242 0.3364
H -2.1544 -2.0715 -4.5147
N -3.8154 1.1265 -2.6333
C 1.1216 -3.6489 -0.3561
C 1.5046 2.2750 -1.2643
H 2.0870 1.8243 3.2030
H 4.2599 1.3302 -1.1180
H 2.4452 -2.0640 4.6850
H -3.5475 4.4487 -0.4813
H -1.4747 -2.2077 1.2263
H 4.7786 -2.2043 4.8766
N -0.0232 -3.4456 -1.2439
C 4.8913 -1.2424 4.3675
H -1.4202 -0.7830 -3.5386
H -2.9763 -2.9614 3.0358
C 3.8392 -0.0380 0.5003
C 0.9833 3.1032 -0.0758
H 0.0490 5.6811 -1.7421
H -3.2852 3.6953 -3.4964
H 0.6663 0.7999 2.9861
H -1.3494 -4.4984 -4.0575
H 1.0254 4.1559 -0.3708
*
```

***

# 3
DFT (the ωB97M-V functional and the def2-TZVPD basis) results for a cluster of 3 separate species, C26H53N4O7 in total in a non-equilibrium geometry.

Output
**Relative energy (zero: lowest compared OMol25 entry of this formula, charge and spin)**: 148.6 kcal/mol

```
! wB97M-V def2-TZVPD RIJCOSX def2/J DEFGRID3
* xyz 1 1
H 5.7847 0.3084 -2.5952
H 2.8310 -1.0924 0.5732
H -1.3905 2.6610 -2.6296
O -3.0948 1.4236 -2.9907
H 6.8139 2.3928 -2.2304
H 10.0160 -1.1515 2.5499
N -3.6108 -0.3460 -0.5860
H 1.0209 0.0794 -2.6429
C 5.7231 2.6296 -1.9217
C -9.7315 -0.0340 -0.1988
O -3.7818 3.4985 -1.9717
C 4.1736 -0.0607 4.7276
H -1.6702 -1.1528 2.8071
H 10.2402 0.2737 1.5121
C 2.5743 -0.5337 2.7313
C -11.0537 0.4952 -0.7313
H -0.8095 -3.4070 1.3557
C 3.8731 0.3244 3.1489
H 3.7210 1.4538 2.9887
H 1.6039 -2.3977 -0.6464
C -1.8977 -3.0136 1.1946
C -4.0492 2.3923 -2.5395
C 2.1592 -0.3559 1.1490
H 2.8883 0.8971 -3.8008
H 5.5705 0.9204 -4.3965
H 5.4813 1.9947 -0.9846
C -1.4031 -1.1364 -0.3568
H -0.7414 1.5860 -0.3931
H -7.5658 1.6588 -1.8158
H 7.0242 1.0073 3.3587
C 8.1675 -0.1828 1.9631
H -10.4315 -2.0440 0.2130
H 3.4473 -0.1003 -1.3358
C -5.6108 2.0712 -2.8274
C 0.6017 -0.7711 1.0615
H -2.5687 -3.9580 1.3274
H 9.6616 -1.2627 0.8325
H 4.7635 -0.1113 2.5441
H -9.3671 -1.1435 -1.7678
C -1.7907 1.6082 -2.3753
O -4.6263 0.9161 1.3923
H -1.7090 -3.1550 -0.8849
H 1.6410 -0.2852 3.3817
C -1.7984 1.3323 -0.7585
H -10.5592 -0.9330 1.5941
C 3.6676 0.0702 -3.5704
H 7.7651 0.3284 1.0833
H 0.4647 -1.7106 1.7095
C 1.5478 -0.9198 -2.4354
C 5.0781 0.8160 -3.3447
C 9.6064 -0.5974 1.6989
H 8.4215 0.2219 4.0772
C -6.4416 1.6207 -1.5191
H 4.8977 -0.9456 4.8254
H -9.2027 0.7640 0.3312
H -5.7054 1.2239 -3.6013
O -3.5328 -2.0854 2.8163
O -8.9074 -0.4369 -1.2920
C 8.0663 0.7295 3.1744
H 5.5827 3.7341 -1.6351
N -2.0452 -2.4653 -0.1949
O 4.7497 2.2028 -2.9487
H 1.4126 -1.5570 -3.4048
C -2.3283 -1.9942 2.3664
H 7.7213 -1.8058 2.9577
H 8.6540 1.6405 3.0327
H -6.1052 3.0565 -3.2047
H 2.3486 0.7483 0.8392
H -2.5038 2.1166 -0.2614
H 3.6921 -0.7105 -4.4310
H -8.9844 -1.5922 1.1016
H 0.1298 -2.5199 -1.7638
C 3.1368 -0.7372 -2.2402
H -6.3198 2.3327 -0.6106
H -11.7025 0.8281 0.0832
O 7.3720 -1.3467 2.1806
H 3.7267 -1.7434 -2.2559
C -9.9436 -1.2146 0.7356
H -10.8855 1.3359 -1.4107
C -4.1871 0.0940 0.5408
N 0.0470 -0.8639 -0.3296
C 0.8327 -1.7759 -1.2264
H 0.0070 0.0785 1.6008
H 3.1701 -0.4185 5.2062
H -6.2535 0.5209 -1.1979
H 2.7776 -1.6568 2.8697
N -2.2254 -0.0844 -0.5394
H 4.5175 0.8435 5.3449
H -1.0590 0.8530 -2.8775
H -11.5802 -0.2746 -1.3051
*
```

***

# 4
DFT (the ωB97M-V functional and the def2-TZVPD basis) results for a cluster of 2 separate species, C12H33INO2P in total in a non-equilibrium geometry.

```
! wB97M-V def2-TZVPD RIJCOSX def2/J DEFGRID3
* xyz 0 1
C 0.1055 0.1002 -2.1972
H -2.8089 2.6518 4.7044
C 1.8186 1.1819 -3.6293
H -3.3226 -0.2894 2.4553
H -4.7650 -1.9835 2.8287
H -4.0699 0.6553 5.2625
O -4.9523 -1.2208 3.3627
H 2.4220 -0.5808 -0.7637
H -1.2096 0.2581 2.8974
N 1.5416 0.5873 -2.2644
C 1.6956 1.7449 -1.2998
H 1.5853 1.3860 -0.2797
H 3.3572 -2.4038 -2.0675
H 1.6096 0.8247 -5.7256
H 0.9343 2.4861 -1.5280
H -0.5132 0.9440 -2.5105
C -3.7250 -0.5079 3.4617
H 2.6910 -0.2947 -4.9559
C 0.7866 0.3710 4.1273
P -0.9779 1.1606 4.0271
H 1.2618 0.5368 3.1445
C 1.0197 -3.4629 -3.2444
H -2.9414 -1.0853 3.9785
H -1.4134 0.1733 4.9981
H 2.7533 -1.7434 -3.5752
O 1.3309 -2.4846 -2.2608
H -0.6273 2.1233 5.0644
I -0.1729 2.8724 2.2769
H 0.6303 -0.7194 4.2158
H 0.2989 -1.1594 -0.4254
H -1.3417 -0.7665 -0.8913
H 2.6905 2.1646 -1.4344
C -0.3297 -0.3667 -0.8258
C 2.5469 -1.8112 -2.5081
H 0.3511 -3.0244 -3.9932
H -4.8227 1.2852 3.8072
C 1.7522 0.2380 -4.8173
H 1.0846 1.9769 -3.7556
C -2.7488 1.8604 3.9376
C -3.8894 0.8357 4.1933
C 2.5696 -0.4474 -1.8340
H 0.4992 -4.2843 -2.7563
H 1.9123 -3.8517 -3.7391
H 0.9353 -0.4787 -4.7648
H -2.9141 2.3470 2.9638
H 1.3922 0.7780 4.9485
H -0.0204 -0.6850 -2.9347
H -0.3581 0.4486 -0.1088
H 3.5419 0.0206 -1.9891
H 2.8063 1.6393 -3.5758
*
```

***

no.,frontier orbital gap (eV)
1,6.60
2,7.71
3,7.25
4,5.80